Entry from the Open Molecules 2025 dataset: C30H39LaN3OS as an isolated structure (ωB97M-V/def2-TZVPD).

LUMO energy (spin up / spin down)	2.54 / 2.53	eV
net charge	-1
spin multiplicity	1

The geometry in XYZ format:
```
75
Properties=species:S:1:pos:R:3:forces:R:3:lowdin_charge:R:1
La 0.65654 -0.70929 0.31159 9.155 8.879 -6.540 1.602
N 3.47595 -0.56933 2.71466 1.651 -0.366 0.302 0.080
N 0.19267 0.96712 2.04980 -0.640 1.645 0.304 -0.072
C -0.90295 -2.14785 -0.55655 2.376 -3.609 1.475 -0.376
C -0.75234 -2.48439 0.91550 2.309 -1.755 -2.845 -0.342
C 0.68284 -2.87647 1.15899 -1.887 -1.605 -4.219 -0.355
C 1.26775 -3.27904 2.41473 0.806 -0.734 1.336 -0.093
H 0.58223 -3.10558 3.25641 0.169 -0.023 -0.130 0.077
H 2.21286 -2.75123 2.63425 -0.274 -0.209 0.015 0.064
H 1.47205 -4.36248 2.37225 0.079 0.141 0.331 0.085
C 1.43725 -2.76196 -0.13721 -5.589 -4.379 -0.457 -0.387
C 2.84313 -3.03069 -0.31759 1.612 -0.106 -0.148 -0.061
H 2.98403 -4.10538 -0.52070 0.159 0.210 0.033 0.092
H 3.42892 -2.77392 0.58041 -0.101 -0.058 -0.239 0.083
H 3.27033 -2.47032 -1.16316 -0.058 -0.131 0.195 0.076
C 0.44969 -2.32780 -1.21057 -0.524 -4.866 2.866 -0.411
C 0.74542 -2.14037 -2.60274 0.472 -0.099 -1.709 -0.105
H 1.76664 -1.76536 -2.77471 -0.370 -0.272 0.031 0.053
H 0.04977 -1.43644 -3.08844 0.194 -0.205 0.078 0.075
H 0.65409 -3.10916 -3.11844 0.011 0.126 -0.418 0.083
C -1.80298 -2.45125 1.90030 -1.285 -0.283 1.201 -0.097
H -2.22248 -3.46379 2.02457 -0.288 0.038 0.268 0.076
H -2.62656 -1.78761 1.59682 0.201 -0.183 0.108 0.063
H -1.45247 -2.11501 2.89116 -0.147 -0.093 -0.272 0.080
C -2.12139 -1.78132 -1.22906 -1.392 0.148 -0.747 -0.085
H -1.94656 -1.14008 -2.10656 -0.095 -0.108 0.127 0.075
H -2.82127 -1.24314 -0.57204 0.098 -0.108 -0.161 0.070
H -2.62502 -2.69747 -1.57741 -0.344 0.220 -0.218 0.082
C 4.78488 -0.27844 2.75136 -0.531 0.731 -0.363 -0.162
H 5.45108 -1.06863 3.10959 -0.197 0.166 -0.083 0.091
C 5.31252 0.96877 2.36224 0.106 -0.621 0.160 -0.116
H 6.38817 1.15293 2.41538 -0.354 -0.061 -0.013 0.078
C 4.41723 1.94477 1.91251 -0.721 -0.231 0.068 -0.114
H 4.77602 2.92853 1.59775 -0.129 -0.289 0.097 0.104
C 3.05420 1.64974 1.86621 0.881 0.579 0.116 -0.070
H 2.33559 2.38178 1.50145 0.269 -0.265 0.155 0.091
C 2.62284 0.37046 2.27738 -1.081 0.374 0.562 -0.336
C 1.23951 -0.02600 2.28530 1.185 2.527 6.060 -0.348
H 0.93756 -0.76029 3.00569 0.046 -0.200 0.505 0.095
C -0.61488 0.72803 0.96569 -3.861 0.481 2.162 -0.434
C -0.36051 2.09940 2.70213 0.834 -0.913 -0.418 -0.004
H 0.08443 2.52361 3.59538 -0.188 -0.036 -0.287 0.118
C -1.44029 2.44056 1.96874 -1.082 1.794 0.781 -0.058
H -2.15233 3.25908 2.09263 0.432 -0.243 0.100 0.121
N -1.56515 1.56216 0.90708 -2.627 3.476 0.733 -0.028
C -2.62212 1.52955 -0.06001 -0.481 0.042 -0.184 -0.113
C -3.92401 1.20205 0.37333 0.149 0.116 -0.553 -0.198
C -4.94995 1.14896 -0.58664 0.298 0.100 -0.118 -0.018
H -5.96151 0.88197 -0.26203 0.322 0.073 -0.108 0.112
C -4.70713 1.40999 -1.94317 0.256 0.011 0.329 -0.270
C -5.83112 1.36942 -2.95749 -0.036 0.031 -0.041 -0.066
H -5.49347 0.93696 -3.91133 -0.087 0.105 0.297 0.076
H -6.20326 2.38450 -3.17258 0.107 -0.277 0.068 0.078
H -6.68071 0.77571 -2.58990 0.262 0.157 -0.098 0.072
C -3.39921 1.73290 -2.33824 -0.050 -0.094 0.434 -0.012
H -3.18955 1.93720 -3.39266 -0.050 -0.064 0.312 0.116
C -2.34130 1.79849 -1.41751 -0.373 -0.124 0.141 -0.182
C -0.94256 2.11248 -1.87678 0.019 0.064 -0.171 -0.035
H -0.39826 2.74133 -1.16164 -0.057 -0.273 -0.205 0.078
H -0.95390 2.61913 -2.85755 -0.062 -0.195 0.348 0.088
H -0.35001 1.18359 -1.98654 -0.203 0.370 0.157 0.053
C -4.21534 0.89371 1.82093 -0.132 -0.153 0.266 -0.044
H -4.34957 1.81148 2.41724 0.069 -0.236 -0.193 0.079
H -3.39735 0.32416 2.28886 -0.246 0.184 -0.192 0.075
H -5.14432 0.30476 1.91295 0.372 0.225 -0.081 0.081
C 4.13749 1.72544 -1.57679 1.241 0.998 -0.174 -0.303
S 2.58264 0.84662 -1.20019 -0.179 -0.163 -0.883 0.605
C 2.27302 0.63914 -2.98656 0.031 0.299 -1.076 -0.317
O 1.90446 2.10817 -0.67466 -0.748 0.053 0.280 -0.600
H 4.74952 1.13958 -2.25625 0.087 -0.102 -0.230 0.026
H 4.70927 1.85613 -0.65596 -0.224 -0.071 0.029 0.010
H 3.91663 2.73305 -1.99486 0.087 -0.552 0.081 0.045
H 2.98173 -0.08929 -3.42904 -0.393 0.319 0.138 0.047
H 1.23203 0.37671 -3.20316 0.411 -0.289 0.314 0.012
H 2.39886 1.60928 -3.48454 0.329 -0.038 0.213 0.049
```
Forces are in eV/Å.

=====

Entry from the Open Molecules 2025 dataset: a 2-piece molecular cluster, C4H10N2O3 overall (ωB97M-V/def2-TZVPD).

LUMO energy	-0.32	eV
net charge	0
structure (SMILES)	[H]/N=N/C(C)C.O=C(O)O
spin multiplicity	1

The geometry in XYZ format:
```
19
Properties=species:S:1:pos:R:3:forces:R:3:lowdin_charge:R:1
H 0.92025 -2.17596 -0.55376 -1.258 0.303 0.743 0.101
N -0.10589 -1.93238 -0.37521 1.718 -0.183 -0.244 0.164
N -0.14631 -0.83988 0.19355 1.295 -0.797 -0.267 -0.081
C -1.40591 -0.24708 0.14072 -4.220 0.701 0.187 -0.485
C -1.38268 0.48144 -1.22321 0.822 1.158 0.897 -0.034
C -1.75296 0.70146 1.28077 -0.101 1.219 0.787 -0.051
H -2.19218 -1.00860 0.05739 0.291 -0.156 -0.152 0.137
H -1.25509 -0.37434 -1.87376 -0.596 0.535 -1.048 0.072
H -2.23184 1.17774 -1.24683 -0.230 -0.899 -0.667 0.086
H -0.52327 1.19374 -1.35838 -0.320 -0.925 0.368 0.102
H -0.75125 1.14670 1.35107 -0.548 0.834 1.241 0.071
H -2.21787 0.38304 2.26557 1.383 -0.641 -1.097 0.096
H -2.52252 1.49974 1.06715 1.099 -0.725 -0.745 0.092
O 4.08307 0.47705 0.51983 -2.435 -1.106 0.000 0.061
C 2.90053 0.15683 0.32542 2.748 2.583 -0.545 -0.691
O 1.85461 0.76000 0.79209 -2.213 -1.110 0.503 0.046
O 2.55334 -0.69837 -0.65298 -0.902 -1.143 -0.415 0.073
H 0.88145 0.17079 0.51290 2.607 0.501 0.511 0.123
H 3.29453 -0.87193 -1.22232 0.861 -0.146 -0.058 0.118
```
Forces are in eV/Å.

=====

Entry from the Open Molecules 2025 dataset: C27H26N3O7PTi as an isolated structure (ωB97M-V/def2-TZVPD).

LUMO energy (spin up / spin down)	0.16 / 0.14	eV
net charge	0
spin multiplicity	3
⟨S²⟩	2.0206

The geometry in XYZ format:
```
65
Properties=species:S:1:pos:R:3:forces:R:3:lowdin_charge:R:1
Ti -0.44852 0.61549 -0.30430 1.211 -1.744 -0.487 0.794
O -1.17600 0.37609 -2.30807 -0.173 0.073 -0.807 -0.027
C 0.02384 0.01012 -2.33691 -0.009 -0.326 -1.110 -0.765
O 0.92953 0.65821 -1.69443 1.083 0.248 -1.006 -0.128
C 0.39008 -1.39725 -2.69663 -0.092 0.285 0.303 -0.163
P 0.09807 -2.03228 -0.93785 0.201 -0.965 -0.992 1.118
C -1.41592 -3.03939 -1.16750 -0.016 -0.047 0.254 -0.376
C -1.67510 -4.08860 -0.27800 0.123 0.098 -0.028 -0.142
C -2.87313 -4.78528 -0.33329 -0.015 -0.018 0.069 -0.077
C -3.83803 -4.43274 -1.26587 -0.019 0.021 -0.013 -0.078
C -3.59759 -3.38012 -2.13618 -0.040 -0.005 -0.023 -0.063
C -2.40345 -2.67604 -2.08098 0.032 0.000 -0.014 -0.077
C 1.46094 -3.26155 -0.92329 -0.029 0.099 0.359 -0.352
C 2.72769 -2.72878 -0.68208 -0.074 -0.021 0.090 -0.108
C 3.84403 -3.54768 -0.67014 0.049 0.020 -0.015 -0.078
C 3.70284 -4.91103 -0.88949 0.029 -0.037 0.005 -0.085
C 2.44981 -5.44282 -1.14892 -0.034 -0.008 -0.028 -0.076
C 1.32987 -4.62136 -1.17761 0.066 0.010 -0.010 -0.080
H 1.44544 -1.47379 -2.93983 0.007 -0.080 0.043 0.097
H -0.23662 -1.86714 -3.44727 -0.044 -0.021 0.040 0.094
H -0.92701 -4.34654 0.46263 -0.018 -0.058 0.043 0.102
H -3.05227 -5.60327 0.35316 -0.001 0.015 0.008 0.107
H -4.78005 -4.96358 -1.30432 0.016 -0.033 -0.017 0.106
H -4.34733 -3.09923 -2.86438 -0.019 0.041 0.037 0.110
H -2.26661 -1.81594 -2.72275 0.027 0.003 -0.026 0.098
H 2.82693 -1.66073 -0.51412 0.050 -0.002 0.050 0.106
H 4.82372 -3.12516 -0.48697 -0.010 0.004 0.009 0.105
H 4.56943 -5.55889 -0.86294 0.007 0.014 -0.010 0.103
H 2.33948 -6.50397 -1.33289 0.001 0.008 -0.018 0.105
H 0.36281 -5.04455 -1.40854 -0.006 -0.032 0.021 0.096
O 0.22751 -2.75826 2.53770 -0.005 -0.105 -0.262 -0.092
C 1.27340 -1.85380 2.89950 -0.208 -0.011 0.173 -0.251
C 0.74921 -0.83317 3.89443 -0.028 0.212 -0.213 -0.158
C -0.26886 0.13935 3.25546 0.249 -0.079 -0.265 -0.126
C 0.41736 1.27362 2.52222 0.445 -0.216 -0.273 -0.229
C 0.83103 2.32169 3.33126 0.051 0.199 0.154 -0.026
C 1.61712 3.34182 2.84143 -0.031 -0.098 -0.085 -0.045
C 2.00586 3.25918 1.51581 0.204 0.259 -0.057 -0.048
C 1.54933 2.22619 0.73487 -0.063 -0.444 0.264 -0.102
N 0.72918 1.23191 1.18478 1.225 1.262 2.686 -0.013
H -0.01162 -3.25898 3.32543 0.002 0.013 -0.059 0.090
H 1.59199 -1.36578 1.97874 0.023 -0.050 -0.086 0.098
H 2.11917 -2.40759 3.31815 0.032 0.041 -0.058 0.120
H 1.58110 -0.27248 4.32692 -0.001 -0.009 0.069 0.118
H 0.26058 -1.38621 4.70233 0.022 0.098 0.091 0.115
H -0.87146 0.58588 4.04652 -0.117 -0.053 -0.076 0.120
H -0.91390 -0.43372 2.60195 -0.178 -0.024 -0.068 0.082
H 0.52489 2.32335 4.36959 -0.009 -0.024 -0.004 0.121
H 1.92864 4.16343 3.47082 0.002 0.014 0.008 0.112
H 2.64902 4.01140 1.08135 -0.009 -0.020 -0.076 0.111
H 1.84301 2.16573 -0.30410 -0.153 -0.018 -0.037 0.109
O -5.53250 2.41681 1.27599 -0.195 0.093 0.053 0.130
C -5.51827 1.10892 1.41392 -0.102 -0.127 0.053 -0.508
O -6.47530 0.47857 1.79898 0.044 0.012 -0.058 0.093
C -4.24398 0.40980 1.08877 0.195 0.342 -0.017 -0.040
C -4.05201 -0.94077 1.20696 0.103 -0.177 0.076 0.020
N -2.76364 -1.19897 0.90021 -0.118 0.281 0.011 0.060
N -2.08969 -0.08696 0.55409 -2.379 -0.389 0.926 -0.037
C -2.99476 0.91946 0.67048 -0.060 -0.612 0.204 -0.100
C -2.50907 2.27378 0.34288 0.015 0.749 -0.048 -0.510
O -3.21993 3.26754 0.51770 0.018 -0.182 -0.049 0.075
O -1.30153 2.28936 -0.09386 -1.430 1.618 0.339 -0.069
H -4.65092 2.79975 0.97808 0.042 -0.020 -0.013 0.059
H -4.74091 -1.71453 1.49879 0.005 -0.001 -0.004 0.142
H -2.31487 -2.09835 0.85825 0.104 -0.075 -0.030 0.117
```
Forces are in eV/Å.

=====

Entry from the Open Molecules 2025 dataset: one molecule with the formula C3H6N2 (ωB97M-V/def2-TZVPD).

LUMO energy	0.81	eV
net charge	0
structure (SMILES)	C=NN1CC1
spin multiplicity	1

The geometry in XYZ format:
```
11
Properties=species:S:1:pos:R:3:forces:R:3:lowdin_charge:R:1
C 0.78298 0.79740 -1.08150 0.108 5.690 -1.475 -0.127
N -0.39408 1.26211 -0.86464 0.854 -2.053 -0.737 0.056
N -1.18434 0.25678 0.05030 2.564 3.720 -3.054 -0.127
C -0.65552 -1.05327 0.03937 -0.543 -2.147 1.756 -0.184
C -0.35697 0.03651 1.13842 3.417 -2.857 0.460 -0.186
H 1.57560 1.51143 -1.55578 -1.988 -1.049 0.004 0.110
H 1.36081 0.17857 -0.49241 0.521 -2.468 0.684 -0.008
H -1.57438 -1.65325 0.10291 0.984 -0.643 0.214 0.094
H 0.27922 -1.54973 -0.43027 -1.824 1.463 0.375 0.126
H -0.79902 0.14822 2.11026 0.252 -0.303 0.413 0.082
H 0.96571 0.06522 0.98333 -4.345 0.647 1.359 0.164
```
Forces are in eV/Å.

=====

Entry from the Open Molecules 2025 dataset: one molecule with the formula C4H12OP2 (ωB97M-V/def2-TZVPD).

LUMO energy	0.83	eV
net charge	0
structure (SMILES)	CP(C)#P(C)CO
spin multiplicity	1

The geometry in XYZ format:
```
19
Properties=species:S:1:pos:R:3:forces:R:3:lowdin_charge:R:1
C -2.08587 0.75253 -1.20097 -2.830 -3.474 4.756 -0.352
P -0.88272 0.91854 0.18829 -0.083 -0.648 1.093 0.649
C -1.62704 -0.23320 1.43790 1.849 -0.757 -0.955 -0.375
P 0.62235 -0.55595 -0.52618 0.164 -0.936 -0.116 0.724
C 1.38961 0.69531 -1.60393 0.373 2.536 0.123 -0.428
C 1.92995 -0.74673 0.89525 1.892 4.045 -2.700 -0.562
O 1.51863 -1.61425 1.79564 -0.849 -3.455 3.005 -0.144
H -2.41951 -0.33621 -1.23607 1.058 1.136 -0.908 0.057
H -3.04964 1.19459 -0.91184 0.511 0.703 -0.204 0.042
H -1.58852 1.20829 -1.91824 1.486 1.677 -4.316 -0.055
H -0.66171 -0.58550 1.96940 -2.106 0.178 -0.285 0.032
H -2.29914 0.33106 2.03243 -0.540 0.219 0.966 -0.002
H -2.16631 -1.04041 0.87932 0.603 0.375 0.807 0.038
H 1.15363 0.75898 -2.67552 0.083 -0.850 0.263 0.026
H 2.49787 0.83039 -1.47690 -1.012 -0.182 -0.065 0.043
H 0.86238 1.63046 -1.20892 1.402 -0.582 -0.641 -0.022
H 2.97503 -0.89064 0.44242 -1.394 -0.355 0.231 0.098
H 2.09733 0.25390 1.42218 -0.507 -0.997 -0.553 0.102
H 1.73366 -2.57115 1.69574 -0.100 1.368 -0.502 0.128
```
Forces are in eV/Å.

=====

Per-record relative energy (zero: lowest compared OMol25 entry of this formula, charge and spin), kcal/mol: 210.0, 66.9, 45.5, 134.4, 52.0
Per-record max |F|, eV/A: 14.33, 4.28, 3.21, 5.88, 6.53